No. 1
{"formula": "C14H14CdF3IN2O2", "method": "the ωB97M-V functional and the def2-TZVPD basis", "total_energy_ev": -42638.7736, "homo_energy_ev": -8.853, "relative_energy_ev": 0.801, "gap_ha": 0.2743, "symbols": ["C", "C", "H", "H", "H", "H", "H", "H", "C", "C", "C", "C", "H", "H", "H", "H", "N", "C", "C", "N", "C", "C", "C", "H", "H", "C", "H", "H", "Cd", "I", "F", "C", "F", "F", "C", "O", "O"], "xyz": [[1.09, 0.67, 3.32], [0.97, -0.82, 3.34], [2.11, 0.83, 3.03], [0.93, 0.95, 4.35], [0.40, 1.27, 2.73], [1.11, -1.37, 2.43], [1.79, -1.14, 3.92], [0.01, -1.08, 3.75], [0.62, 2.65, -0.89], [0.72, 3.47, -2.02], [0.61, 2.85, -3.25], [0.43, 1.46, -3.33], [0.82, 3.04, 0.11], [0.90, 4.53, -1.89], [0.70, 3.48, -4.16], [0.46, 0.97, -4.29], [0.32, 1.36, -1.05], [0.25, 0.64, -2.20], [0.11, -0.86, -2.20], [0.11, -1.58, -1.05], [0.12, -2.90, -0.86], [-0.04, -3.12, -3.21], [-0.01, -3.73, -1.97], [0.22, -3.31, 0.16], [-0.07, -4.80, -1.83], [0.06, -1.71, -3.31], [0.12, -1.26, -4.28], [-0.14, -3.76, -4.11], [0.78, -0.15, 0.51], [3.55, -0.36, 0.27], [-4.10, 0.66, 3.57], [-2.83, 0.78, 3.12], [-2.51, 2.12, 3.04], [-1.99, 0.23, 4.07], [-2.61, 0.14, 1.67], [-3.64, -0.21, 1.11], [-1.38, 0.07, 1.36]]}

***

No. 2
{"formula": "C5H8N", "method": "the ωB97M-V functional and the def2-TZVPD basis", "charge": 1, "total_energy_ev": -6792.0625, "homo_energy_ev": [-14.423, -15.022], "relative_energy_ev": 6.026, "gap_ha": [0.2572, 0.3103], "symbols": ["C", "C", "C", "C", "C", "N", "H", "H", "H", "H", "H", "H", "H", "H"], "xyz": [[0.18, -1.20, 0.25], [-1.39, 0.30, -1.23], [1.26, 0.95, 0.17], [-0.97, -0.11, 0.01], [1.07, -0.23, 1.00], [-0.02, 0.75, 0.77], [-0.33, -2.03, 0.88], [0.56, -1.62, -0.73], [-0.92, 0.80, -2.05], [-2.33, 0.13, -1.54], [1.77, 1.80, 0.70], [1.44, 0.90, -0.98], [-1.79, -0.31, 0.70], [1.47, -0.14, 2.05]]}

***

No. 3
{"formula": "C6H28O9", "method": "the ωB97M-V functional and the def2-TZVPD basis", "smiles": "CC(C)CCC=O.O.O.O.O.O.O.O.O", "total_energy_ev": -25102.8570, "homo_energy_ev": -9.789, "relative_energy_ev": 1.935, "gap_ha": 0.3580, "symbols": ["O", "C", "C", "C", "C", "C", "C", "H", "H", "H", "H", "H", "H", "H", "H", "H", "H", "H", "H", "H", "H", "O", "H", "H", "O", "H", "H", "O", "H", "H", "O", "H", "H", "O", "H", "H", "O", "H", "H", "O", "H", "H", "O"], "xyz": [[-2.13, -2.25, 0.64], [-1.73, -1.61, 1.60], [-0.41, -0.91, 1.51], [0.80, -1.90, 1.40], [1.73, -1.76, 0.18], [1.39, -2.78, -0.96], [3.21, -2.00, 0.63], [-2.48, -1.49, 2.40], [-0.12, -0.20, 2.29], [-0.48, -0.26, 0.62], [1.44, -1.57, 2.22], [0.57, -2.94, 1.58], [1.59, -0.79, -0.31], [0.38, -3.16, -0.85], [2.06, -3.63, -0.84], [1.56, -2.26, -1.90], [3.64, -1.05, 0.90], [3.18, -2.78, 1.40], [3.75, -2.62, -0.10], [0.72, 3.56, -1.99], [1.39, 4.36, -0.85], [0.61, 4.31, -1.42], [-3.63, 1.30, 1.91], [-4.47, 0.11, 1.58], [-3.59, 0.32, 1.92], [-1.52, -1.74, -0.95], [-0.47, -0.80, -1.38], [-1.28, -1.21, -1.76], [0.33, -0.13, -3.20], [1.61, -0.91, -3.54], [1.17, -0.07, -3.68], [0.34, 2.72, 1.81], [1.62, 2.73, 2.63], [0.68, 2.50, 2.69], [-2.50, 3.41, 1.30], [-3.00, 2.87, -0.02], [-3.01, 2.68, 0.91], [0.11, 1.70, -0.57], [1.46, 2.12, -1.20], [1.02, 1.43, -0.67], [-1.72, 0.82, -1.77], [-1.95, 2.17, -2.51], [-1.87, 1.76, -1.65]]}

***

No. 4
{"formula": "C20H18Cl5F4N2OPd", "method": "the ωB97M-V functional and the def2-TZVPD basis", "charge": 1, "spin_multiplicity": 5, "total_energy_ev": -103010.4997, "homo_energy_ev": [-11.220, -11.570], "relative_energy_ev": 0.944, "gap_ha": [0.3053, 0.2150], "symbols": ["Pd", "C", "C", "N", "C", "C", "C", "C", "N", "C", "C", "F", "C", "F", "C", "C", "F", "C", "F", "H", "H", "H", "H", "H", "H", "H", "H", "H", "H", "H", "H", "H", "H", "H", "Cl", "C", "C", "C", "Cl", "C", "Cl", "C", "Cl", "C", "Cl", "C", "C", "O", "H", "H", "H"], "xyz": [[-0.86, -0.54, -0.07], [0.46, 2.39, 3.32], [0.04, 1.79, 1.97], [-0.34, 0.37, 2.02], [-1.53, 0.11, 2.83], [-2.77, 0.79, 2.26], [0.78, -0.51, 2.37], [1.89, -0.51, 1.31], [1.33, -0.82, 0.03], [2.04, -1.23, -1.01], [1.37, -1.63, -2.20], [0.00, -1.53, -2.22], [2.02, -2.12, -3.31], [1.31, -2.49, -4.37], [3.40, -2.25, -3.32], [4.10, -1.82, -2.20], [5.43, -1.89, -2.21], [3.47, -1.31, -1.08], [4.21, -0.88, -0.05], [0.81, 3.41, 3.13], [-0.38, 2.44, 4.01], [1.27, 1.84, 3.78], [-0.80, 2.35, 1.56], [0.87, 1.88, 1.27], [-1.69, -0.97, 2.86], [-1.36, 0.45, 3.86], [-2.86, 0.56, 1.20], [-3.65, 0.41, 2.77], [-2.75, 1.87, 2.40], [1.20, -0.23, 3.35], [0.39, -1.53, 2.46], [2.39, 0.46, 1.28], [2.64, -1.25, 1.61], [3.91, -2.65, -4.18], [-3.17, -0.43, -1.31], [-2.46, 1.10, -1.71], [-1.16, 1.27, -1.26], [-0.51, 2.44, -1.62], [1.13, 2.68, -1.16], [-1.16, 3.44, -2.37], [-0.33, 4.87, -2.81], [-2.49, 3.25, -2.76], [-3.30, 4.47, -3.65], [-3.16, 2.07, -2.43], [-4.79, 1.82, -2.89], [-0.57, -3.96, -0.50], [-0.86, -2.77, 0.36], [-1.93, -2.42, 0.82], [-0.93, -4.84, 0.03], [0.49, -4.07, -0.71], [-1.13, -3.88, -1.44]]}